Computed, not measured: a molecular structure, C21H28BN9O6S5Y, with ωB97M-V/def2-TZVPD.

```
71
Properties=species:S:1:pos:R:3:forces:R:3
Y 1.1536 -0.0510 -0.9169 -0.26 -1.00 1.90
N 1.5758 -2.6673 -0.8451 -0.19 0.14 -0.04
N 1.1162 -3.5640 0.1205 0.17 0.18 0.01
C 0.4295 -3.1160 1.1883 -0.13 -0.19 -0.08
N -0.1642 -4.1076 1.9127 -0.02 0.08 0.10
S 0.3514 -1.5290 1.6880 0.05 0.08 0.06
H 1.1077 -2.8129 -1.7373 0.05 0.00 0.02
H 2.5845 -2.7385 -0.9468 -0.06 0.00 -0.07
H 0.9155 -4.4979 -0.2034 0.00 0.00 0.04
H -0.4846 -4.9183 1.4050 0.00 0.02 -0.05
H -0.8244 -3.7615 2.5896 0.03 -0.02 0.00
C -1.0808 1.4504 2.3807 0.04 -0.04 -0.06
N 0.2919 1.4024 2.8421 -0.22 0.00 0.02
C 0.7041 0.9367 4.0732 0.08 -0.01 -0.02
C 2.0489 1.0556 4.0912 -0.08 0.02 -0.06
N 2.4562 1.6028 2.8953 0.18 0.00 0.08
B 3.9676 1.9999 2.6907 -0.06 0.00 -0.04
N 4.4760 1.8553 1.2233 0.13 0.02 0.15
C 5.2593 2.8309 0.6509 -0.02 -0.01 -0.05
C 5.7487 2.3561 -0.5151 -0.09 0.01 0.03
N 5.2520 1.0798 -0.6553 0.12 -0.12 -0.15
C 5.5322 0.1864 -1.7683 -0.03 0.06 0.02
C 4.4730 0.7887 0.4042 -0.24 -0.01 0.06
S 3.5848 -0.6660 0.6276 0.07 0.05 0.02
C 1.3746 1.8068 2.1324 0.18 0.09 -0.13
S 1.3079 2.4544 0.5447 -0.07 -0.11 0.10
H -1.6640 0.7671 2.9949 -0.04 0.03 0.00
H -1.1408 1.1333 1.3393 0.03 0.00 0.04
H -1.4845 2.4609 2.4495 0.02 0.01 0.02
H 0.0139 0.5271 4.7865 -0.03 -0.01 0.03
H 2.7659 0.7814 4.8417 0.01 0.00 0.03
H 4.1222 3.1713 2.9785 -0.08 -0.07 0.01
H 4.5949 1.2723 3.4338 -0.01 0.03 -0.08
H 5.3836 3.7855 1.1257 0.02 0.02 0.01
H 6.3696 2.8079 -1.2656 0.03 0.01 -0.02
H 6.4141 0.5649 -2.2824 0.00 -0.02 -0.01
H 4.6922 0.1444 -2.4584 0.10 -0.01 0.04
H 5.7333 -0.8108 -1.3821 0.00 0.00 0.01
C -6.9014 -0.3461 1.9709 -0.06 0.05 0.03
C -5.7364 -0.7758 1.1223 0.05 -0.02 0.02
C -4.4620 -0.9038 1.6777 0.01 0.01 0.05
C -3.3874 -1.3161 0.9142 -0.04 0.01 -0.10
C -3.5752 -1.6153 -0.4335 -0.10 0.12 0.24
C -4.8278 -1.4926 -1.0054 -0.02 0.02 0.07
C -5.8993 -1.0721 -0.2227 -0.02 -0.01 -0.08
S -2.1704 -2.1147 -1.3879 0.03 -0.02 -0.20
O -1.5332 -3.1665 -0.6261 -0.03 -0.19 -0.10
O -2.6850 -2.4590 -2.6935 0.03 -0.09 0.06
N -1.1961 -0.8727 -1.3716 -0.21 0.78 -0.51
C -1.4710 0.2661 -2.1512 -0.09 -0.80 0.27
C -2.4366 0.4316 -3.1566 0.02 0.16 0.11
C -2.5004 1.6562 -3.7839 -0.03 0.10 -0.09
C -1.6145 2.6828 -3.4597 -0.07 -0.11 -0.02
C -0.6695 2.4157 -2.5008 0.07 -0.02 0.15
N -0.6232 1.2525 -1.8483 0.00 0.22 -0.24
H -6.5969 0.3875 2.7181 0.02 0.00 0.00
H -7.3371 -1.1928 2.5060 0.03 -0.03 -0.01
H -7.6913 0.0981 1.3653 0.01 0.00 -0.02
H -4.3083 -0.6692 2.7259 -0.03 0.01 0.00
H -2.3966 -1.3981 1.3459 0.04 -0.02 -0.01
H -4.9598 -1.7281 -2.0519 0.02 -0.01 -0.03
H -6.8790 -0.9686 -0.6748 -0.01 0.00 -0.01
H -3.0797 -0.3797 -3.4506 0.00 -0.05 0.04
H -3.2396 1.8070 -4.5622 0.01 0.01 0.00
H -1.6245 3.6364 -3.9653 -0.04 0.00 -0.03
H 0.0912 3.1363 -2.2268 0.00 -0.01 0.00
O 1.3165 -0.9689 -2.9496 0.12 -0.04 -0.33
S 2.1736 0.1531 -3.5320 -0.14 0.17 -0.20
O 3.3813 -0.3658 -4.1283 0.07 -0.08 -0.01
O 2.5097 0.8939 -2.2202 0.61 0.67 -0.95
O 1.3721 1.0070 -4.3773 0.10 -0.04 -0.07
```
Positions in Å, forces in eV/Å.

Gap between HOMO and LUMO = 7.254 eV
Charge = -1
F_max = 0.042 Eh/bohr
Energy above the lowest of the compared OMol25 structures with the same formula, charge and spin = 0.00 kcal per mole

=====

Computed, not measured: a molecular structure, C21H28BiN9O2, with ωB97M-V/def2-TZVPD.

```
61
Properties=species:S:1:pos:R:3:forces:R:3
Bi -0.3813 1.9314 -1.8957 0.20 0.04 -0.16
O -0.9285 -0.0118 -2.7722 -0.05 -0.04 -0.03
N -1.9203 -0.6557 -2.2578 -0.04 0.02 0.02
N -2.5574 -0.0212 -1.3803 0.05 -0.04 -0.05
O -2.1856 1.2116 -1.0090 -0.15 -0.01 0.08
C -3.7038 -0.6074 -0.7123 0.13 0.07 -0.06
C -4.3003 0.1028 0.3155 -0.06 -0.05 0.01
C -5.3914 -0.4695 0.9530 0.01 0.02 0.00
C -5.8565 -1.7153 0.5603 0.00 0.01 0.00
C -5.2359 -2.4020 -0.4761 0.02 -0.01 -0.03
C -4.1472 -1.8534 -1.1313 -0.07 -0.03 0.07
H -3.9419 1.0779 0.6065 0.01 0.00 -0.02
H -5.8794 0.0675 1.7542 -0.01 -0.01 0.00
H -6.7096 -2.1538 1.0592 0.00 0.00 0.01
H -5.6024 -3.3719 -0.7818 0.00 0.00 0.00
H -3.6614 -2.3815 -1.9373 0.01 0.00 -0.01
C 2.5689 5.0986 0.9263 0.04 0.01 0.01
C 1.0576 4.9168 0.9397 -0.01 -0.05 -0.05
C 0.5431 4.7693 2.3694 -0.02 -0.01 0.00
C 0.3715 6.0713 0.2215 -0.01 0.09 0.02
N 0.8291 3.6626 0.1494 -0.07 -0.05 0.03
N -0.5470 3.2421 0.0839 -0.11 0.03 0.04
H 2.8381 6.0064 1.4640 -0.01 0.00 0.00
H 2.9451 5.1799 -0.0932 -0.01 0.01 -0.01
H 3.0716 4.2647 1.4228 0.00 -0.01 -0.01
H 0.7433 5.6778 2.9359 0.03 0.01 -0.01
H 1.0399 3.9444 2.8865 0.00 0.00 0.00
H -0.5382 4.6160 2.4119 -0.01 0.00 -0.01
H 0.6767 7.0123 0.6781 0.00 -0.01 0.00
H -0.7192 6.0453 0.3073 0.00 -0.04 -0.01
H 0.6524 6.1068 -0.8314 0.02 -0.01 -0.01
H 1.3362 2.9036 0.5968 0.02 0.00 -0.01
H -1.0920 4.0714 -0.1537 -0.03 0.00 0.01
H -0.9370 2.8844 0.9572 0.10 0.03 0.08
C -0.2010 -0.2678 1.1770 -0.03 0.06 0.01
C 0.9431 -0.1827 0.2320 -0.02 -0.08 0.04
N 1.1005 0.6976 -0.7627 0.10 0.06 0.10
C 2.3333 0.4465 -1.3589 0.03 -0.10 -0.03
C 2.9060 -0.5918 -0.7145 -0.04 0.00 -0.03
N 2.0274 -0.9705 0.2798 -0.10 0.06 0.08
C 2.1557 -2.1684 1.1394 0.00 0.04 -0.14
N 1.5485 -3.2961 0.5231 0.09 -0.09 0.04
N 0.1875 -3.4029 0.5412 -0.03 0.06 0.00
N -0.1690 -4.3747 -0.1931 0.00 0.01 -0.01
C 0.9584 -4.9544 -0.7454 -0.06 -0.03 -0.01
C 1.0824 -6.0549 -1.6002 0.02 0.03 0.00
C 2.3547 -6.3983 -1.9857 0.03 0.01 0.01
C 3.4825 -5.6772 -1.5357 -0.01 -0.02 -0.02
C 3.3754 -4.5973 -0.6888 -0.03 -0.02 0.00
C 2.0767 -4.2555 -0.3039 0.09 0.05 0.03
H -1.0273 0.3558 0.8424 0.03 0.01 0.00
H 0.1064 0.0706 2.1696 -0.01 -0.02 0.00
H -0.5537 -1.2963 1.2573 0.00 -0.02 -0.01
H 2.7059 1.0156 -2.1941 0.00 0.02 0.01
H 3.8429 -1.0966 -0.8739 0.01 0.01 0.00
H 1.6740 -1.9567 2.0903 -0.02 -0.03 0.00
H 3.2142 -2.3498 1.3090 -0.01 -0.01 -0.02
H 0.2130 -6.6045 -1.9318 -0.01 0.00 0.01
H 2.5068 -7.2441 -2.6414 0.00 0.00 -0.01
H 4.4640 -5.9929 -1.8628 0.00 0.00 0.00
H 4.2545 -4.0740 -0.3358 0.00 0.01 0.01
```
Positions in Å, forces in eV/Å.

Gap between HOMO and LUMO = 7.062 eV
Charge = +2
F_max = 0.005 Eh/bohr
Energy above the lowest of the compared OMol25 structures with the same formula, charge and spin = 0.00 kcal per mole

=====

Computed, not measured: a molecular structure, C21H28CrN4O3, with ωB97M-V/def2-TZVPD.

```
57
Properties=species:S:1:pos:R:3:forces:R:3
C -2.5243 -0.4432 0.1331 -3.49 -0.38 -0.37
C -2.8064 1.1131 0.4658 -1.95 -0.51 1.56
H -2.1572 -0.7431 -0.8735 0.27 0.32 0.55
H -3.5627 -0.7719 0.0199 -0.06 -0.03 0.03
H -2.1973 -1.0278 0.9853 0.48 0.19 0.01
H -3.4331 1.5717 -0.2980 0.44 -0.16 0.09
H -3.4512 1.0575 1.3460 0.17 -0.24 0.18
H -2.0095 1.8335 0.8053 -0.64 -0.31 -0.26
C 0.0559 -2.4483 0.3271 0.41 0.07 -0.56
C 0.8147 -3.6028 0.1136 -0.10 0.21 -0.03
C 1.8637 -3.5623 -0.8076 -0.40 0.32 0.08
C 2.1262 -2.3548 -1.4446 -0.13 0.35 -0.06
H -0.7697 -2.4582 1.0452 0.30 0.11 -0.27
H 0.5614 -4.5130 0.6554 0.13 0.24 -0.12
H 2.4566 -4.4507 -1.0224 -0.12 0.26 0.07
H 2.9354 -2.2533 -2.1591 -0.04 -0.26 0.18
N 0.2941 -1.2888 -0.3186 0.95 -0.98 -0.26
C 1.3493 -1.2160 -1.1703 -0.43 -1.50 0.73
C 1.7241 0.1184 -1.6516 0.27 1.67 -0.33
N 0.9693 1.1382 -1.1860 1.03 -0.50 0.40
C 1.4277 2.3963 -1.2819 0.04 -0.38 -0.48
C 3.3437 1.6812 -2.5411 -0.40 0.00 0.19
C 2.6106 2.7081 -1.9402 -0.11 -0.10 0.19
H 0.8021 3.1770 -0.8431 0.29 -0.38 -0.11
H 2.9260 3.7505 -1.9488 0.07 -0.34 -0.12
C 2.8852 0.3737 -2.4123 -0.36 -0.22 0.39
H 3.4219 -0.4725 -2.8394 0.02 0.44 0.08
H 4.2683 1.9031 -3.0688 -0.21 -0.11 0.03
Cr -0.8158 0.6800 -0.0643 3.73 2.50 -1.46
C -1.4804 2.0239 -1.6272 -0.29 0.04 -0.64
H -0.7664 2.7168 -2.0985 -0.18 -0.28 0.14
H -2.4091 2.6091 -1.4911 0.40 -0.24 -0.07
H -1.6953 1.2673 -2.4051 -0.12 0.24 -0.13
C -0.6291 -1.7982 5.6478 0.08 -0.24 -0.11
C -0.5790 -0.2786 5.5923 -0.04 0.09 0.15
C 0.2063 0.3179 4.4088 -0.51 -0.44 0.45
C 0.3684 1.8505 4.5909 0.68 -0.33 -0.14
C -0.9480 2.5934 4.6463 -0.16 0.15 0.05
C 1.5636 -0.3376 4.2635 0.95 -0.46 0.37
O 2.1784 -0.9810 5.1050 -0.62 0.92 -0.58
N 2.1025 -0.1306 3.0112 0.66 0.07 0.16
C 1.5188 0.6436 1.9966 -0.50 0.53 -0.21
O 2.2428 1.2734 1.2298 -0.46 -0.68 0.49
N 0.1476 0.5440 1.9355 0.46 0.16 0.30
C -0.4543 0.0320 3.0542 -1.15 -0.90 -0.54
O -1.4821 -0.6618 2.9844 0.76 1.06 0.12
H -1.0647 -2.1758 4.7171 0.06 -0.09 0.28
H -1.2494 -2.1215 6.4917 0.08 0.02 -0.17
H 0.3778 -2.2076 5.7771 -0.31 -0.01 0.00
H -1.6086 0.0980 5.5542 0.25 0.00 -0.06
H -0.1290 0.0941 6.5266 -0.06 0.01 -0.29
H 0.9609 2.0207 5.5006 -0.17 -0.04 -0.12
H 0.9630 2.2244 3.7506 -0.06 0.13 0.18
H -1.5723 2.2601 5.4802 0.08 0.11 -0.13
H -0.7485 3.6603 4.7702 -0.12 -0.05 0.00
H -1.5112 2.4611 3.7168 0.01 0.00 0.09
H 3.0989 -0.2462 2.9268 0.16 -0.05 0.07
```
Positions in Å, forces in eV/Å.

Gap between HOMO and LUMO (spin up / spin down) = 6.589 / 7.566 eV
F_max = 0.092 Eh/bohr
Energy above the lowest of the compared OMol25 structures with the same formula, charge and spin = 0.00 kcal per mole
2S+1 = 5

=====

Computed, not measured: a molecular structure, C21H28DyI2N3O3PS2, with ωB97M-V/def2-TZVPD.

```
61
Properties=species:S:1:pos:R:3:forces:R:3
Dy 0.7604 0.2254 0.3688 -2.73 -0.57 -0.42
I -3.9491 2.0517 5.6702 0.40 0.26 -0.06
C -2.7927 2.0624 3.9309 0.93 0.25 -1.06
C -1.9314 3.1141 3.4868 -1.16 0.95 2.13
C -1.2983 3.0865 2.2799 -0.20 -0.93 -2.23
I -0.2115 4.7814 1.4919 -0.40 -0.98 0.59
C -1.5167 1.9703 1.3556 0.43 0.98 1.58
O -0.8366 1.8619 0.2309 0.59 -0.77 0.38
C -2.3826 0.9460 1.8257 1.57 -0.71 -1.53
C -2.4369 -0.3269 0.9731 -0.14 -0.39 0.48
N -1.1744 -1.1768 1.0880 -0.44 2.35 1.04
C -0.9010 -1.8240 2.3714 -0.07 -0.54 -0.40
C 0.0144 -1.0674 3.2840 1.76 0.80 -1.07
C 0.0688 -1.4038 4.6228 -1.42 -0.40 0.43
C 1.0375 -0.8429 5.4104 0.53 0.72 0.28
C 1.9331 0.0720 4.8445 1.36 0.71 1.81
C 1.7671 0.4656 3.5597 -0.16 -0.66 -1.58
N 0.9150 -0.1752 2.7220 -1.62 -0.49 1.46
C -2.9259 0.9701 3.0842 -0.58 -0.16 0.98
H -1.8296 4.0193 4.1408 -0.04 -0.97 -0.68
H -3.2963 -0.9588 1.2575 0.21 0.29 0.12
H -2.5815 -0.0960 -0.0944 0.31 0.01 0.37
H -1.1823 -1.8230 0.3561 -0.02 -1.47 -1.21
H -1.8217 -2.0121 2.9368 0.04 -0.28 -0.19
H -0.3770 -2.7898 2.1457 -0.62 0.61 0.24
H -0.7299 -2.0564 5.0649 0.98 0.62 -0.54
H 1.0374 -1.0165 6.4769 0.26 -0.25 0.00
H 2.8045 0.5414 5.3994 -1.52 -0.67 -0.39
H 2.3539 1.2645 3.1095 0.04 -0.24 0.15
H -3.4448 0.0754 3.4412 -0.15 0.38 -0.20
C -1.6034 1.5106 -2.6701 -0.34 1.05 0.95
C -0.1051 1.3009 -2.8297 -1.09 0.41 1.48
C 0.3687 1.2205 -4.2375 1.17 -1.12 -0.07
O 0.3536 0.1365 -1.9091 -0.30 0.71 -0.92
P 1.2227 -1.1917 -2.4115 -0.79 -0.41 0.07
S 2.8523 -0.7287 -3.2587 0.81 0.23 -0.50
S 1.4824 -2.1874 -0.6705 -0.15 0.17 0.52
O 0.0367 -1.8806 -3.1925 -0.28 -0.40 -0.81
C -0.0532 -3.0530 -4.1390 0.59 0.97 0.36
C -0.7326 -4.1617 -3.4009 -1.84 -0.28 -0.52
C 1.3069 -3.4614 -4.6097 0.78 0.09 0.75
H -1.9213 2.4119 -3.2342 0.29 -0.81 -0.38
H -1.9087 1.8396 -1.6543 0.66 -0.61 -0.40
H -2.1708 0.6386 -2.9014 -0.52 -0.57 -0.63
H 0.3000 2.1583 -2.2999 0.63 0.08 -0.15
H 0.2115 0.2522 -4.7072 -0.53 -0.12 0.09
H 1.4519 1.2731 -4.2263 0.10 0.53 -0.33
H -0.0839 1.9659 -4.8635 -0.18 0.52 -0.04
H -0.6610 -2.6809 -4.9823 0.13 -0.03 0.55
H -0.1416 -4.6810 -2.6744 0.64 0.06 0.46
H -1.0698 -4.9295 -4.1189 0.18 0.30 0.11
H -1.6542 -3.7908 -2.9208 0.36 -0.12 -0.09
H 1.8587 -3.8995 -3.7622 -0.16 -0.20 -0.38
H 1.9490 -2.6712 -4.9611 -0.16 0.56 -0.20
H 1.2128 -4.1447 -5.4229 -0.09 -0.84 -0.41
C 4.0087 3.5192 -0.2248 -0.14 1.00 -1.42
C 3.1476 2.4486 0.1528 -0.55 -2.37 0.13
N 2.5805 1.4574 0.3675 2.40 2.97 -0.03
H 4.8112 3.1381 -0.8732 -0.26 -0.11 0.23
H 4.4464 3.9919 0.6303 0.14 0.33 0.54
H 3.4325 4.2604 -0.8295 0.37 -0.45 0.58
```
Positions in Å, forces in eV/Å.

Gap between HOMO and LUMO (spin up / spin down) = 7.212 / 7.246 eV
Charge = +1
F_max = 0.074 Eh/bohr
2S+1 = 6

=====

Question: What is the formula in the second record?
Answer: C21H28BiN9O2

=====

Question: The lowest F_max belongs to which entry?
Answer: C21H28BiN9O2

=====

Question: Which of these has the highest F_max?
Answer: C21H28CrN4O3